2 unconnected molecules or ions with the total composition C5H10N2O. Source: OMol25; level of theory: ωB97M-V/def2-TZVPD.

Its SMILES is [H]/N=C\C=C.N/C=C/O. For the energy relative to the best compared isomer or geometry (same formula, charge and spin), the calculation gives 56.7 kcal/mol. As for the HOMO energy: -0.2647 hartree.

Geometry as ORCA input:
```
! RIJCOSX wB97M-V def2-TZVPD def2/J DEFGRID3
* xyz 0 1
H 1.83 1.38 1.51
N 1.11 1.16 0.82
C 1.38 0.18 0.07
C 2.58 -0.64 0.08
C 2.76 -1.65 -0.76
H 0.62 -0.08 -0.67
H 3.33 -0.38 0.81
H 2.01 -1.92 -1.49
H 3.65 -2.26 -0.74
N -1.68 2.03 0.06
C -2.37 0.88 -0.30
C -2.21 -0.31 0.27
O -2.97 -1.41 -0.12
H -1.55 2.67 -0.70
H -0.82 1.84 0.56
H -3.13 1.00 -1.06
H -1.47 -0.49 1.04
H -3.06 -2.01 0.62
*
```

2 unconnected molecules or ions with the total composition C11H27N4O in a non-equilibrium geometry. Source: OMol25; level of theory: ωB97M-V/def2-TZVPD.

For the energy relative to the best compared isomer or geometry (same formula, charge and spin), the calculation gives 34.6 kcal/mol. As for the HOMO energy: -0.4013 hartree.

Geometry as ORCA input:
```
! RIJCOSX wB97M-V def2-TZVPD def2/J DEFGRID3
* xyz 1 1
N 1.41 0.33 0.69
C 0.90 0.71 -0.64
C -0.28 1.68 -0.52
C -1.63 0.96 -0.55
C -2.76 1.80 0.06
C -4.04 0.99 0.21
C -4.54 0.62 1.62
N -5.92 0.19 1.28
C -6.18 0.63 0.03
N -7.16 0.11 -0.68
N -5.26 1.58 -0.45
H 0.72 0.50 1.40
H 1.60 -0.67 0.70
H 0.58 -0.17 -1.20
H 1.70 1.18 -1.21
H -0.18 2.24 0.41
H -0.24 2.41 -1.33
H -1.56 0.01 -0.01
H -1.90 0.72 -1.58
H -2.97 2.63 -0.62
H -2.44 2.20 1.02
H -3.92 0.03 -0.31
H -3.95 -0.21 2.00
H -4.57 1.43 2.35
H -6.68 0.33 1.94
H -7.39 -0.86 -0.58
H -7.65 0.66 -1.37
H -5.47 2.46 0.03
C 5.09 -3.35 -0.88
C 6.02 -2.18 -1.13
O 5.37 -0.92 -1.22
C 4.66 -0.51 -0.06
C 5.52 -0.37 1.18
H 4.30 -3.38 -1.63
H 5.64 -4.28 -0.92
H 4.62 -3.29 0.11
H 6.51 -2.30 -2.10
H 6.81 -2.15 -0.37
H 3.82 -1.19 0.13
H 4.23 0.45 -0.32
H 5.92 -1.33 1.52
H 4.92 0.04 2.00
H 6.35 0.30 1.00
*
```

2 unconnected molecules or ions with the total composition C4H4N4OS in a non-equilibrium geometry. Source: OMol25; level of theory: ωB97M-V/def2-TZVPD.

For the energy relative to the best compared isomer or geometry (same formula, charge and spin), the calculation gives 40.3 kcal/mol. As for the HOMO energy (spin up / spin down): -0.3269 / -0.3342 hartree.

Geometry as ORCA input:
```
! RIJCOSX wB97M-V def2-TZVPD def2/J DEFGRID3
* xyz 0 1
C 1.86 -2.29 0.23
C -1.90 0.76 0.37
C -0.90 -0.03 -0.29
C 0.26 0.84 -0.24
N 1.82 -3.26 0.79
N -1.44 1.93 0.68
N -0.18 2.00 0.44
N 1.54 0.59 -0.60
O -1.87 -2.35 -0.71
S -0.69 -1.56 -0.92
H -2.89 0.54 0.55
H 0.16 2.92 0.22
H 2.08 -1.44 -0.22
H 2.13 1.35 -0.32
*
```

2 unconnected molecules or ions with the total composition C6H14N2O2 in a non-equilibrium geometry. Source: OMol25; level of theory: ωB97M-V/def2-TZVPD.

Its SMILES is CNC(C)=O.CNC(C)=O. For the energy relative to the best compared isomer or geometry (same formula, charge and spin), the calculation gives 29.3 kcal/mol. As for the HOMO energy: -0.3484 hartree.

Geometry as ORCA input:
```
! RIJCOSX wB97M-V def2-TZVPD def2/J DEFGRID3
* xyz 0 1
C 1.63 2.13 0.10
N 0.41 1.65 0.80
C 0.46 0.56 1.65
C -0.72 0.53 2.63
O 1.36 -0.23 1.62
H 1.73 1.56 -0.82
H 1.33 3.13 -0.20
H 2.48 1.93 0.76
H -0.25 2.34 1.11
H -0.67 0.02 3.58
H -1.06 1.55 2.74
H -1.48 -0.03 2.08
C -2.04 -0.62 -0.76
N -0.72 -0.64 -1.36
C -0.17 -1.91 -1.55
C 1.28 -1.86 -1.99
O -0.86 -2.89 -1.35
H -2.79 -1.23 -1.27
H -2.19 -0.94 0.26
H -2.46 0.37 -1.02
H -0.14 0.02 -0.84
H 1.83 -1.53 -1.10
H 1.55 -2.84 -2.37
H 1.49 -1.08 -2.72
*
```

3 unconnected molecules or ions with the total composition C23H52BrN10O2P2 in a non-equilibrium geometry. Source: OMol25; level of theory: ωB97M-V/def2-TZVPD.

As for the HOMO energy: -0.3293 hartree.

Geometry as ORCA input:
```
! RIJCOSX wB97M-V def2-TZVPD def2/J DEFGRID3
* xyz 1 1
C -0.09 -8.41 2.08
C 0.74 -7.77 0.80
C 0.19 -6.21 0.53
Br 1.69 -5.00 -0.06
N -0.88 -6.34 -0.53
C -2.18 -5.99 -0.28
N -2.86 -5.44 0.98
C -4.37 -5.73 0.96
C -4.39 -6.80 -0.29
C -5.79 -7.41 -0.86
C -6.85 -8.32 0.03
C -8.18 -8.87 -0.76
N -8.54 -8.68 -2.20
C -7.58 -7.83 -2.98
C -6.18 -7.15 -2.46
N -3.41 -6.10 -1.21
H -1.01 -8.99 1.62
H -0.53 -7.57 2.80
H 0.54 -9.18 2.70
H 1.91 -7.81 0.92
H 0.45 -8.45 -0.14
H -0.27 -5.82 1.53
H -0.67 -6.73 -1.48
H -2.45 -5.87 1.87
H -4.84 -4.66 0.84
H -4.55 -6.15 2.04
H -3.80 -7.73 0.15
H -6.61 -8.53 1.17
H -8.91 -9.56 -0.11
H -7.83 -7.66 -4.13
H -5.50 -6.52 -3.20
H -3.72 -5.14 -1.52
O 2.87 0.10 3.28
P 3.28 -0.07 1.80
N 4.81 0.58 2.10
C 5.49 1.69 1.48
C 5.78 -0.39 2.60
N 2.10 1.05 1.27
C 2.23 2.48 1.54
C 0.73 0.65 1.63
N 3.75 -0.27 0.10
C 3.61 0.73 -0.96
C 3.24 -1.55 -0.41
H 5.98 1.41 0.55
H 6.27 2.08 2.15
H 4.85 2.55 1.30
H 6.24 -0.94 1.77
H 5.31 -1.11 3.27
H 6.58 0.10 3.17
H 2.52 2.68 2.58
H 1.30 3.02 1.34
H 2.95 2.94 0.87
H 0.50 0.88 2.68
H 0.60 -0.43 1.49
H 0.00 1.15 0.99
H 2.57 0.90 -1.25
H 4.16 0.42 -1.85
H 4.04 1.70 -0.68
H 2.15 -1.51 -0.56
H 3.45 -2.35 0.30
H 3.72 -1.83 -1.36
O 1.20 5.36 -0.20
P 0.31 6.63 -0.32
N -0.62 5.93 -1.54
C -0.91 6.39 -2.88
C -1.70 5.07 -1.06
N 1.63 7.58 -0.86
C 2.21 7.40 -2.18
C 2.73 7.63 0.12
N -0.70 8.08 -0.45
C -0.49 9.20 -1.36
C -0.97 8.62 0.89
H -1.74 7.10 -2.89
H -1.20 5.54 -3.52
H -0.06 6.82 -3.38
H -2.58 5.67 -0.80
H -1.40 4.53 -0.16
H -1.99 4.32 -1.80
H 2.37 6.34 -2.43
H 3.17 7.92 -2.28
H 1.58 7.85 -2.95
H 3.35 6.73 0.07
H 2.34 7.72 1.14
H 3.37 8.50 -0.06
H 0.37 9.82 -1.08
H -1.37 9.85 -1.37
H -0.36 8.89 -2.40
H -0.08 9.10 1.31
H -1.27 7.81 1.57
H -1.79 9.34 0.88
*
```

C5H8N2 in the gas phase in a non-equilibrium geometry. Source: OMol25; level of theory: ωB97M-V/def2-TZVPD.

Its SMILES is C[C@@]12CN=N[C@@H]1C2. For the energy relative to the best compared isomer or geometry (same formula, charge and spin), the calculation gives 87.2 kcal/mol. As for the HOMO energy: -0.3228 hartree.

Geometry as ORCA input:
```
! RIJCOSX wB97M-V def2-TZVPD def2/J DEFGRID3
* xyz 0 1
C -1.61 0.38 0.57
C -0.24 0.03 0.01
C 0.95 1.31 -0.42
N 2.15 0.62 -0.10
N 2.11 -0.48 0.38
C 0.80 -0.96 0.52
C 0.02 -1.26 -0.71
H -1.67 0.67 1.61
H -2.34 -0.48 0.27
H -2.05 1.26 -0.05
H 0.95 1.52 -1.41
H 0.65 2.19 0.28
H 0.53 -1.52 1.39
H 0.56 -1.38 -1.76
H -0.80 -1.91 -0.58
*
```

| no. | E_tot (a.u.) | molar mass (g mol⁻¹) |
| --- | --- | --- |
| 1 | -381.1951 | 114.148 |
| 2 | -729.3118 | 231.364 |
| 3 | -847.1501 | 156.170 |
| 4 | -497.0109 | 146.190 |
| 5 | -4861.4043 | 642.589 |
| 6 | -304.6965 | 96.133 |